[1]
The following is a quantum chemistry calculation of C18H17BrN2O5S in the gas phase in a non-equilibrium geometry, from the OMol25 dataset.

The LUMO energy is 0.098 eV. As for the spin multiplicity: 1. The value obtained for the HOMO energy is -7.99 eV. Its SMILES is O=C(Nc1ccc2c(c1)OCO2)c1ccc(Br)c(S(=O)(=O)N2CCCC2)c1. As for the total charge: 0.

Structure (XYZ):
```
44
Properties=species:S:1:pos:R:3:forces:R:3
O 1.6465 1.4480 -0.9297 0.03 0.17 -0.01
C 1.6389 0.3073 -0.5165 -0.10 -0.22 0.08
N 2.7384 -0.3894 -0.1175 -0.13 -0.43 0.13
C 4.0809 0.0085 -0.1187 0.41 0.36 -0.13
C 4.5000 1.2300 -0.6304 -0.34 -0.01 -0.04
C 5.8446 1.5907 -0.6259 0.52 -0.29 0.20
C 6.7434 0.6969 -0.0988 -0.40 -0.40 0.14
C 6.3245 -0.5321 0.4162 0.02 0.57 -0.27
C 5.0049 -0.9013 0.4194 0.25 0.04 0.02
O 7.4081 -1.2285 0.8744 -0.51 -0.14 0.00
C 8.5284 -0.4014 0.6340 1.20 -0.24 0.26
O 8.1038 0.7986 0.0261 -0.21 0.30 -0.17
C 0.3585 -0.4607 -0.3875 -0.37 -0.11 -0.07
C 0.2630 -1.8418 -0.5483 0.04 0.28 0.05
C -0.9608 -2.4765 -0.4442 -0.30 0.11 0.09
C -2.1016 -1.7273 -0.1831 0.01 -0.31 -0.06
Br -3.7645 -2.5841 -0.0134 0.03 -0.53 -0.05
C -2.0224 -0.3518 -0.0485 -0.47 0.27 0.06
S -3.5398 0.5777 0.2489 0.68 0.15 -0.02
O -4.3943 0.3595 -0.8822 0.10 0.22 -0.07
O -4.0074 0.2255 1.5559 0.07 0.22 0.15
N -2.9584 2.1411 0.2749 -0.48 -1.02 0.02
C -3.3744 2.9769 1.3903 -0.20 0.21 0.68
C -4.4244 3.9109 0.7938 0.19 -0.05 -0.02
C -3.8307 4.2088 -0.5833 -0.01 -0.07 0.13
C -3.1162 2.9010 -0.9623 0.14 0.10 -0.86
C -0.8005 0.2758 -0.1516 0.33 0.05 -0.04
H 2.5801 -1.3047 0.2796 -0.11 0.22 -0.07
H 3.7690 1.9084 -1.0348 -0.01 0.00 0.00
H 6.1679 2.5376 -1.0225 0.03 0.14 -0.06
H 4.6963 -1.8531 0.8207 -0.05 -0.15 0.07
H 9.2344 -0.9235 -0.0315 -0.23 0.11 0.10
H 9.0298 -0.1753 1.5886 -0.19 -0.02 -0.19
H 1.1344 -2.4339 -0.7879 0.09 -0.05 -0.02
H -1.0429 -3.5451 -0.5678 -0.01 -0.07 -0.01
H -3.7475 2.3407 2.1901 0.08 0.20 0.08
H -2.5044 3.5402 1.7447 -0.08 -0.02 0.03
H -4.5793 4.8061 1.3918 -0.06 0.01 0.03
H -5.3705 3.3776 0.6930 -0.05 -0.01 0.04
H -4.5868 4.4824 -1.3155 0.03 0.04 -0.05
H -3.1074 5.0215 -0.5085 -0.02 0.03 -0.03
H -2.1320 3.0861 -1.4022 -0.10 0.01 -0.05
H -3.7053 2.3016 -1.6589 0.11 0.21 -0.06
H -0.7355 1.3468 -0.0475 0.05 0.08 -0.01
```
Forces are in eV/Å.

=====

[2]
The following is a quantum chemistry calculation of 11 unconnected molecules or ions with the total composition C22H61F3NO16S2 in a non-equilibrium geometry, from the OMol25 dataset.

The LUMO energy is -5.260 eV. As for the spin multiplicity: 1. The value obtained for the HOMO energy is -10.74 eV. As for the total charge: +1.

Structure (XYZ):
```
105
Properties=species:S:1:pos:R:3:forces:R:3
C -0.0239 -3.1789 3.3110 -0.14 0.74 1.04
S 0.7472 -2.9965 1.5820 7.09 -3.99 1.63
O 1.0887 -4.4596 1.1330 -2.64 4.89 0.57
O 2.1162 -2.2845 1.8094 -5.09 -0.82 -1.05
C -0.3825 -2.0926 0.3632 -0.25 0.05 -1.31
N -1.3512 -1.1900 1.1557 -1.23 3.74 -0.98
C -1.6577 0.0797 0.6486 3.47 -4.18 -1.06
C -0.8116 0.0841 -0.7693 -1.35 0.12 -1.41
C -0.5375 1.4936 -1.5547 -0.20 0.28 0.33
C 0.4384 2.5558 -0.7796 0.72 0.97 -1.05
C 1.9344 1.9620 -0.3991 -0.15 0.09 1.12
C 3.1083 3.1319 -0.3676 -0.73 -0.51 -1.05
S 3.0486 4.0039 1.3219 4.47 1.44 5.17
O 4.0178 5.2482 1.3695 -4.17 -4.87 -1.35
O 3.3941 2.9487 2.4294 -2.00 3.37 -4.43
O 1.4910 4.6161 1.6670 1.46 -1.75 -0.05
C 0.3843 -1.0631 -0.7091 -0.07 -0.25 1.42
C 0.8204 -1.6739 -2.1782 0.40 0.96 -0.02
C 1.5569 -3.1368 -2.1094 -1.53 -0.63 -0.94
O 1.5488 -3.7361 -3.4855 -1.04 1.83 1.47
C 3.1282 -3.1055 -1.6436 2.60 -0.78 -0.64
F 3.9644 -3.2220 -2.8956 -2.48 0.53 4.53
F 3.4792 -4.2705 -0.7790 -1.15 4.21 -2.92
F 3.5620 -1.8593 -0.9716 -1.52 -3.98 -2.00
H 0.4057 -2.2780 3.9618 -1.02 -1.82 -1.60
H 0.4159 -4.1761 3.7667 -0.91 1.96 -1.44
H -1.1962 -3.1683 3.2911 2.38 -0.18 -0.07
H -0.8530 -3.0086 -0.2236 0.27 2.02 1.45
H -1.8137 -1.4411 2.0592 0.58 -0.23 -0.83
H -2.3562 0.8877 1.1391 1.21 -1.71 -0.96
H -1.5967 -0.4435 -1.4981 1.24 0.96 1.54
H -1.5842 2.0193 -1.7243 2.13 -1.12 0.40
H -0.1384 1.2024 -2.6387 -0.64 0.69 2.46
H 0.6413 3.4422 -1.5533 -0.71 -1.93 1.55
H -0.0829 3.0920 0.1512 1.11 -1.52 -1.98
H 2.2865 1.0912 -1.1086 -0.71 1.90 1.25
H 1.8758 1.5279 0.7040 0.35 0.67 -2.30
H 2.9713 3.9190 -1.2294 0.17 -1.37 1.90
H 4.1957 2.6738 -0.4632 -2.28 1.07 0.70
H 1.1533 4.1630 2.5036 0.99 0.57 -1.33
H 1.3859 -0.7646 -0.1825 -2.05 -0.16 -0.79
H 1.6081 -0.9222 -2.6581 -1.72 -1.48 1.14
H -0.1121 -1.6500 -2.9222 1.94 -0.52 1.69
H 0.9108 -3.8843 -1.4477 1.87 1.58 -0.92
H 0.7461 -3.3847 -3.9758 1.40 -0.60 1.03
C 5.6810 7.7405 3.3611 -0.21 -0.19 -0.08
O 4.5658 6.8920 3.5631 -0.16 -0.04 -0.08
H 5.9115 8.2533 4.2978 -0.07 -0.10 -0.12
H 6.5430 7.1438 3.0532 0.20 0.20 -0.01
H 5.4429 8.4799 2.5924 0.25 0.16 0.01
H 4.3851 6.4509 2.7156 0.00 0.07 0.52
C 1.1835 5.2841 -4.0377 0.07 0.09 -0.27
O 0.0683 4.4355 -3.8357 -0.32 -0.67 -0.04
H 1.4140 5.7969 -3.1010 -0.12 -0.10 -0.07
H 2.0455 4.6873 -4.3456 0.18 0.19 -0.01
H 0.9454 6.0235 -4.8063 0.18 0.04 0.08
H -0.1124 3.9945 -4.6832 0.03 0.42 0.38
C 2.0437 -7.0268 -3.4239 -0.01 0.12 0.19
O 1.6206 -7.4540 -2.1422 -0.24 0.28 0.26
H 1.5674 -7.6525 -4.1822 0.06 0.01 0.16
H 1.7505 -5.9854 -3.5770 0.17 -0.13 -0.30
H 3.1292 -7.1261 -3.5020 0.04 0.07 -0.26
H 2.0593 -6.8810 -1.4906 0.02 -0.62 -0.12
C -3.1763 -0.9749 5.5734 -0.16 0.15 0.46
O -2.6271 -1.8391 4.5957 0.42 -0.67 -0.50
H -3.4867 -0.0449 5.0915 0.07 -0.19 0.01
H -4.0447 -1.4510 6.0353 0.00 0.22 0.08
H -2.4213 -0.7552 6.3323 -0.18 0.14 0.05
H -2.3609 -2.6551 5.0526 -0.19 0.43 -0.23
C 4.6411 -0.9710 4.2923 0.04 -0.01 -0.18
O 3.5260 -1.8196 4.4943 -0.48 -0.45 -0.18
H 4.8716 -0.4582 5.2290 -0.10 -0.13 -0.13
H 5.5031 -1.5678 3.9844 0.15 0.21 0.01
H 4.4030 -0.2317 3.5237 0.23 0.14 0.03
H 3.3452 -2.2606 3.6468 0.04 0.27 0.39
C -4.9060 2.0330 -0.6351 -0.61 0.18 -0.12
O -4.0544 2.5437 0.3740 0.43 0.31 0.61
H -4.4103 1.1926 -1.1266 -0.02 0.07 0.09
H -5.8405 1.6894 -0.1850 0.08 -0.15 -0.29
H -5.1095 2.8145 -1.3714 -0.01 -0.16 -0.16
H -4.5206 3.2875 0.7920 0.38 -0.43 -0.14
C 4.8302 -7.3554 0.2452 0.10 0.13 0.12
O 3.4201 -7.3253 0.1219 -0.56 0.37 0.29
H 5.2415 -7.9984 -0.5363 -0.18 0.09 0.11
H 5.2286 -6.3445 0.1296 0.25 -0.08 0.01
H 5.1027 -7.7561 1.2247 0.24 0.00 -0.08
H 3.0837 -6.7476 0.8279 0.11 -0.32 -0.37
C -2.5730 5.2620 -5.7041 -0.17 0.16 -0.16
O -1.3271 5.6842 -6.2272 0.25 0.30 -0.36
H -2.4002 4.4762 -4.9652 0.05 0.17 -0.09
H -3.0729 6.1070 -5.2242 -0.19 -0.18 0.11
H -3.1943 4.8688 -6.5126 -0.19 -0.06 0.16
H -1.5123 6.3811 -6.8796 0.24 -0.41 0.34
C -4.6753 -1.2325 1.1152 -0.66 0.10 0.10
O -5.8423 -0.4554 0.9187 0.17 -0.28 0.29
H -3.8961 -0.8816 0.4347 -0.31 -0.01 -0.10
H -4.3323 -1.1220 2.1467 0.30 -0.17 0.12
H -4.8954 -2.2818 0.9035 0.33 -0.12 0.03
H -6.5156 -0.7897 1.5355 0.00 0.36 -0.50
C -9.4614 -0.3653 -0.2446 -0.24 0.06 -0.05
O -8.6098 0.1454 0.7645 0.08 0.48 0.56
H -8.9657 -1.2056 -0.7361 0.00 0.16 0.14
H -10.3959 -0.7089 0.2055 -0.07 -0.09 -0.24
H -9.6648 0.4162 -0.9808 -0.12 -0.18 -0.14
H -9.0760 0.8893 1.1826 0.31 -0.44 -0.18
```
Forces are in eV/Å.

=====

[3]
The following is a quantum chemistry calculation of 4 unconnected molecules or ions with the total composition C4H14O3 in a non-equilibrium geometry, from the OMol25 dataset.

The LUMO energy (alpha / beta) is -5.939 / -9.773 eV. As for the spin multiplicity: 2. The value obtained for the HOMO energy (alpha / beta) is -13.17 / -13.17 eV. As for the total charge: +1.

Structure (XYZ):
```
21
Properties=species:S:1:pos:R:3:forces:R:3
C -2.2197 -1.0040 1.5749 -2.22 0.17 -2.21
C -1.7069 0.4443 1.2563 -0.14 0.55 1.02
C -0.9235 0.7766 0.0112 1.09 0.65 2.49
C -0.5052 -0.2337 -0.8102 1.13 -3.30 -0.47
H -2.9393 -1.4186 0.7900 0.63 0.93 0.82
H -2.7811 -1.0824 2.5102 0.23 0.61 -0.09
H -1.5174 -1.7954 1.6004 1.48 -0.32 0.19
H -2.5478 1.2427 1.3215 1.16 -1.05 0.22
H -1.0387 0.6410 2.2015 -0.72 0.58 -1.72
H -0.2389 1.6889 -0.1365 -1.91 -0.67 0.52
H 0.2486 -0.1817 -1.5707 -0.10 0.99 -0.84
H -0.5896 -1.3132 -0.5289 -0.79 1.01 0.04
H 1.3081 -2.0489 -1.8039 -2.49 -1.63 -0.89
H 2.3138 -1.4443 -1.2670 2.16 0.57 0.33
O 2.1854 -1.9210 -2.0891 0.36 1.06 0.57
H -0.7372 6.3375 1.5652 2.00 1.62 -0.64
H 0.7801 6.6091 1.7963 0.56 -0.18 0.43
O 0.0464 6.9354 1.2892 -2.56 -1.43 0.23
H 3.3020 -4.8076 -2.5421 1.45 1.22 0.05
H 3.5491 -3.3246 -2.6617 -1.36 2.41 -0.45
O 4.0119 -4.0998 -2.5066 0.03 -3.81 0.40
```
Forces are in eV/Å.

=====

[4]
The following is a quantum chemistry calculation of 2 unconnected molecules or ions with the total composition BrFH2NPS in a non-equilibrium geometry, from the OMol25 dataset.

The LUMO energy (alpha / beta) is -4.540 / -2.137 eV. As for the spin multiplicity: 1. The value obtained for the HOMO energy (alpha / beta) is -8.87 / -9.22 eV. As for the total charge: 0.

Structure (XYZ):
```
7
Properties=species:S:1:pos:R:3:forces:R:3
N 0.2308 0.1194 -0.4525 2.38 0.42 0.34
F -1.0917 -1.6416 0.5052 0.33 -1.23 -0.24
P -1.3275 -0.3778 -0.3980 -1.13 0.36 1.93
S -2.6593 0.6432 0.7106 0.61 0.00 -1.10
Br 3.3622 0.3478 0.3872 0.34 0.05 0.11
H 1.1873 -0.1784 -0.0470 -2.63 -0.02 -0.68
H 0.2981 1.0875 -0.7056 0.10 0.42 -0.36
```
Forces are in eV/Å.

=====

[5]
The following is a quantum chemistry calculation of a gas-phase ion, C3H7N2O (charge +1) in a non-equilibrium geometry, from the OMol25 dataset.

The LUMO energy is -4.165 eV. As for the spin multiplicity: 1. The value obtained for the HOMO energy is -14.55 eV. Its SMILES is [NH3+][C@H]1CN1C=O. As for the total charge: +1.

Structure (XYZ):
```
13
Properties=species:S:1:pos:R:3:forces:R:3
N -1.2266 -1.1418 -0.0975 -1.33 0.85 -1.06
C 0.0201 -0.4270 0.3884 1.02 0.22 1.39
C 1.0305 -0.3458 -0.6790 3.05 -1.10 -1.08
N 0.4835 0.8127 -0.1324 -3.31 -0.37 -0.25
C 0.4451 2.1136 0.4392 0.68 -0.72 0.70
O 1.1467 3.0169 0.0849 -1.42 -0.93 0.69
H -1.9335 -0.5016 -0.5776 1.01 -0.91 0.74
H -0.9983 -1.9137 -0.7521 -0.01 0.61 0.25
H -1.6671 -1.5928 0.6977 -0.43 0.07 0.21
H 0.1465 -0.6600 1.4681 0.29 0.07 -0.97
H 2.1254 -0.4467 -0.5412 -0.76 -0.45 0.29
H 0.7161 -0.8399 -1.6387 0.12 1.23 0.41
H -0.2884 1.9259 1.3401 1.09 1.44 -1.32
```
Forces are in eV/Å.

=====

[6]
The following is a quantum chemistry calculation of 2 unconnected molecules or ions with the total composition C5H9O4S in a non-equilibrium geometry, from the OMol25 dataset.

The LUMO energy (alpha / beta) is 2.832 / 2.665 eV. As for the spin multiplicity: 1. The value obtained for the HOMO energy (alpha / beta) is -5.47 / -4.38 eV. As for the total charge: -1.

Structure (XYZ):
```
19
Properties=species:S:1:pos:R:3:forces:R:3
C 1.2711 1.6949 1.0092 2.78 -0.07 -0.92
C 0.1002 1.1281 0.9674 -1.75 -0.31 0.10
C 1.0609 -1.8922 0.2138 -0.30 0.81 -0.58
C 0.6564 -0.7281 -0.6882 -0.56 0.17 -1.33
C -0.3317 0.1852 -0.0345 1.48 1.10 -1.66
O -2.2363 -1.0574 -1.2123 -0.06 -0.77 -1.39
O -2.8540 0.8266 0.1393 -1.03 2.13 0.16
O -1.8205 -1.0809 1.1819 0.07 0.11 -0.28
O -0.3815 1.6651 -1.9340 0.66 -1.06 1.35
S -1.9866 -0.2707 -0.0540 -0.29 -2.17 1.90
H 1.4514 2.6221 1.5594 0.18 -0.65 0.15
H 2.0882 1.2208 0.3847 -0.85 1.26 0.64
H -0.6541 1.4075 1.6634 -0.75 0.59 0.20
H 0.1851 -2.4208 0.4428 -1.30 -1.12 0.01
H 1.8073 -2.5511 -0.1720 0.53 -0.28 -0.56
H 1.3452 -1.5556 1.1640 0.91 0.74 1.43
H 1.4878 -0.0587 -0.9954 -0.36 -0.73 -0.07
H 0.0924 -1.1150 -1.5804 0.98 0.41 0.58
H -1.2813 1.9803 -2.0550 -0.33 -0.15 0.25
```
Forces are in eV/Å.